C3H12N2O | the ωB97M-V functional and the def2-TZVPD basis

```
18
Properties=species:S:1:pos:R:3:mulliken_charge:R:1
H -0.846 -4.153 0.554 0.2467
C -0.478 -2.276 -0.081 -0.3321
H -1.058 0.154 -0.411 0.3660
H 0.576 4.541 -1.692 0.3233
H 1.336 -1.102 0.043 0.2594
C 0.354 -1.123 0.527 -0.6150
H -0.039 -2.884 -0.885 0.3453
H -1.961 -3.092 1.014 0.2330
H 1.119 1.774 0.692 0.1790
H 1.679 5.316 -1.036 0.3168
H 0.612 -1.501 1.536 0.3905
H -0.793 0.526 1.313 0.2309
H -1.337 -1.757 -0.495 0.2333
N -0.957 -3.245 0.995 -0.6499
O 0.884 5.455 -1.577 -0.6446
H 0.784 1.629 -0.900 0.1924
N 0.423 1.474 0.027 -0.5222
C -0.297 0.266 0.377 -0.5529
```

Computed properties:
* energy above the lowest of the compared OMol25 structures with the same formula, charge and spin: 0.9585 eV
* total energy: -8332.3636 eV
* SMILES: NCCCN.O
* HOMO level: -0.3373 Ha

***

C28H60O22PS6Tl | the ωB97M-V functional and the def2-TZVPD basis

```
118
Properties=species:S:1:pos:R:3:lowdin_spin:R:1
C 19.651 12.365 1.293 0.0000
C 17.366 13.191 3.621 0.0000
O 20.507 8.414 3.753 -0.2248
H 21.486 8.782 -0.286 0.0002
H 23.159 9.110 8.778 0.0004
H 18.747 2.956 3.654 0.0000
C 15.331 9.866 2.225 0.0004
H 15.860 10.675 1.720 0.0001
O 14.012 9.954 1.699 0.0001
S 23.319 4.643 2.900 0.0150
C 17.761 5.913 0.628 -0.0035
C 22.271 9.624 9.146 -0.0007
H 24.208 6.768 2.170 0.0007
C 25.236 8.771 5.318 0.0092
H 19.772 11.336 3.635 -0.0005
C 17.462 9.610 7.012 0.0047
H 23.447 10.835 4.902 0.0015
H 15.878 7.862 2.627 0.0036
O 16.684 10.302 -2.655 0.0000
H 19.197 4.405 0.939 -0.0010
H 17.886 5.961 1.710 -0.0012
O 17.612 13.046 2.317 -0.0002
H 14.664 4.978 4.517 0.0001
C 16.967 9.347 -1.678 0.0000
Tl 20.274 6.241 5.436 0.2096
H 16.696 8.450 1.159 -0.0007
C 17.948 3.637 3.361 0.0045
H 15.245 4.309 2.992 0.0000
H 22.329 10.159 3.769 0.0004
O 16.607 13.959 4.143 -0.0001
H 21.814 2.783 2.115 0.0000
O 17.651 4.890 5.620 0.0626
O 22.688 7.913 5.590 0.1286
O 18.256 7.168 7.199 0.1292
H 19.509 12.578 0.234 0.0000
H 22.035 9.414 10.189 0.0001
C 17.654 11.118 -2.822 0.0000
H 14.631 9.251 4.192 0.0000
C 24.232 9.450 -1.258 0.0000
O 24.007 11.220 0.888 0.0001
H 23.427 5.825 0.900 0.0000
H 20.342 11.522 1.286 0.0000
O 14.613 7.968 0.927 0.0013
C 13.684 8.887 0.911 0.0001
O 22.478 4.999 4.111 0.0477
H 24.993 9.181 6.299 0.0002
C 15.293 10.018 3.790 0.0000
H 15.552 8.239 -2.828 0.0000
H 20.226 4.396 -1.444 -0.0001
H 25.851 7.886 5.483 0.0000
H 22.659 3.618 0.717 -0.0001
H 20.345 10.111 5.857 -0.0009
H 22.152 10.161 6.331 0.0025
H 15.834 5.837 3.518 0.0003
O 21.048 7.733 7.725 0.1817
S 23.235 10.639 -0.279 0.0000
H 14.933 10.987 4.138 0.0000
H 21.000 11.268 6.931 -0.0004
H 16.418 9.569 -0.763 0.0000
O 15.642 3.922 -1.259 -0.0012
O 19.197 8.607 1.530 -0.0023
C 16.600 4.417 -0.582 0.0001
O 17.661 12.046 -3.599 0.0000
H 19.493 6.125 -1.538 0.0000
C 21.105 10.226 6.629 0.0196
H 16.512 7.291 -1.807 0.0000
O 16.530 5.557 0.135 -0.0015
C 22.224 3.709 1.712 0.0019
S 16.830 3.888 4.800 0.0090
C 19.849 5.286 -0.940 -0.0001
H 18.050 6.909 0.293 0.0003
H 25.889 9.418 4.732 0.0006
C 18.442 9.536 -1.530 0.0001
C 18.697 11.348 3.456 -0.0012
H 20.754 5.590 -0.414 0.0000
C 18.434 11.872 2.075 -0.0003
H 22.427 10.703 9.121 -0.0002
H 18.995 8.697 -1.952 0.0000
H 20.014 13.301 1.718 0.0000
H 24.494 8.574 -0.665 0.0000
O 17.963 12.184 4.322 0.0000
H 23.689 9.239 -2.180 0.0000
C 18.744 4.889 0.074 -0.0016
H 24.071 10.406 3.314 -0.0002
H 25.189 9.907 -1.506 0.0000
O 18.232 7.599 3.771 0.7680
O 17.850 3.981 -0.626 -0.0003
H 16.551 10.183 6.835 -0.0001
S 20.752 9.194 8.135 0.0357
H 17.984 9.569 6.056 0.0006
H 22.419 6.716 2.007 0.0018
C 23.368 10.110 4.092 0.0077
H 15.390 6.588 5.980 0.0001
C 23.345 6.145 1.938 0.0040
H 18.634 9.515 -0.457 0.0001
H 16.277 9.817 4.215 -0.0002
H 14.939 8.176 6.250 -0.0003
P 19.488 7.747 2.785 0.0277
C 15.545 4.853 3.888 0.0001
O 12.697 8.796 0.275 0.0003
H 18.150 10.046 7.736 0.0004
H 21.313 4.309 1.721 0.0007
C 15.837 7.569 6.140 0.0089
H 22.847 8.691 0.964 0.0001
S 17.005 7.924 7.542 0.0447
H 17.172 7.771 -3.368 0.0000
H 18.372 4.602 3.084 -0.0003
O 18.746 10.753 -2.176 0.0000
H 18.310 10.336 3.578 -0.0007
H 17.851 11.087 1.592 -0.0002
C 16.589 8.117 -2.515 0.0000
H 17.338 3.308 2.520 -0.0001
C 15.762 8.457 1.721 0.0043
H 16.304 7.864 5.200 -0.0002
H 21.392 9.645 1.176 0.0004
C 22.115 9.302 0.436 0.0007
O 20.070 6.297 2.614 -0.5274
S 23.655 8.360 4.511 0.0301
```

Computed properties:
* total energy: -154032.7506 eV
* 2S+1: 2
* net charge: +1
* HOMO level (alpha / beta): -0.4219 / -0.4218 Ha

***

C2H4F2S | the ωB97M-V functional and the def2-TZVPD basis

```
9
Properties=species:S:1:pos:R:3:mulliken_charge:R:1
C -0.017 -1.002 0.132 0.4108
H 1.594 1.099 -0.194 0.3448
F -0.478 -1.474 -1.024 -0.2135
H -0.043 1.567 -1.243 0.3009
H 0.083 2.162 0.376 0.3013
F 1.278 -1.456 0.218 -0.2087
C 0.586 1.560 -0.348 -0.8948
H -2.014 -1.109 0.611 0.1492
S -0.989 -1.346 1.471 -0.1900
```

Computed properties:
* energy above the lowest of the compared OMol25 structures with the same formula, charge and spin: 4.2411 eV
* total energy: -18404.9512 eV
* HOMO level (alpha / beta): -0.3084 / -0.3198 Ha